[1]
Formula: C25H32N2O3
Source: the OMol25 dataset
Level of theory: ωB97M-V/def2-TZVPD

```
62
Properties=species:S:1:pos:R:3:lowdin_charge:R:1
C 5.229 3.901 -0.393 -0.09
O 5.832 3.276 0.713 -0.08
C 5.945 1.917 0.714 -0.27
C 6.558 1.360 1.836 -0.01
C 6.724 -0.006 1.925 -0.07
C 6.276 -0.835 0.909 -0.06
C 5.657 -0.296 -0.209 -0.21
C 5.094 -1.192 -1.287 -0.15
N 3.718 -1.614 -1.063 -0.16
C 2.767 -0.521 -1.053 -0.19
C 1.346 -1.072 -1.111 -0.11
C 1.095 -1.982 0.093 -0.34
O -0.170 -2.617 0.023 -0.01
C -1.300 -1.938 0.350 -0.25
C -1.359 -0.627 0.814 -0.01
C -2.582 -0.053 1.117 -0.03
C -3.764 -0.765 0.966 -0.17
C -5.080 -0.178 1.368 -0.43
O -5.728 -0.655 2.283 0.07
N -5.481 0.927 0.694 -0.05
C -4.916 1.400 -0.547 -0.16
C -5.895 1.160 -1.701 -0.17
C -7.234 1.828 -1.401 -0.21
C -7.776 1.315 -0.069 -0.17
C -6.745 1.548 1.034 -0.15
C -3.701 -2.084 0.527 -0.01
C -2.490 -2.659 0.213 0.01
C 2.155 -3.082 0.093 -0.10
C 3.548 -2.459 0.103 -0.19
C 5.499 1.083 -0.303 0.01
H 5.786 3.712 -1.317 0.10
H 4.190 3.579 -0.522 0.09
H 5.248 4.968 -0.175 0.09
H 6.898 2.020 2.618 0.12
H 7.206 -0.430 2.793 0.10
H 6.417 -1.903 0.983 0.11
H 5.119 -0.677 -2.252 0.12
H 5.699 -2.100 -1.368 0.12
H 2.875 0.113 -0.153 0.13
H 2.950 0.101 -1.933 0.12
H 0.627 -0.252 -1.136 0.11
H 1.223 -1.664 -2.019 0.13
H 1.179 -1.407 1.027 0.15
H -0.464 -0.041 0.953 0.11
H -2.612 0.962 1.487 0.12
H -3.974 0.889 -0.742 0.11
H -4.721 2.476 -0.452 0.13
H -5.468 1.553 -2.625 0.11
H -6.041 0.085 -1.822 0.12
H -7.945 1.620 -2.203 0.11
H -7.096 2.911 -1.346 0.11
H -8.706 1.823 0.188 0.11
H -7.979 0.245 -0.143 0.12
H -7.080 1.113 1.977 0.12
H -6.578 2.623 1.170 0.13
H -4.613 -2.654 0.433 0.12
H -2.429 -3.678 -0.135 0.12
H 2.023 -3.724 0.963 0.12
H 2.028 -3.685 -0.806 0.13
H 3.689 -1.896 1.043 0.13
H 4.299 -3.252 0.063 0.12
H 5.030 1.492 -1.186 0.10
```

Properties
Lowest unoccupied orbital energy, eV: 0.6
Relative energy (zero: lowest compared OMol25 entry of this formula, charge and spin), eV: 1.5752

***

[2]
Formula: C25H32N4O5
Source: the OMol25 dataset
Level of theory: ωB97M-V/def2-TZVPD

```
66
Properties=species:S:1:pos:R:3:lowdin_charge:R:1
C 2.246 -0.062 -3.205 -0.09
O 3.327 0.314 -2.394 -0.09
C 3.059 0.964 -1.222 -0.29
C 4.151 1.201 -0.388 -0.04
C 3.961 1.835 0.822 -0.07
C 2.703 2.247 1.228 -0.02
C 1.614 2.023 0.396 -0.22
N 0.318 2.442 0.712 0.15
C -0.181 2.555 1.994 -0.50
O 0.475 2.292 2.983 0.06
N -1.468 3.010 2.107 -0.06
C -2.116 2.869 3.394 -0.13
C -3.011 1.619 3.390 -0.10
C -3.500 1.322 1.962 -0.28
N -2.514 0.569 1.208 0.12
C -2.005 -0.628 1.530 -0.43
O -2.361 -1.326 2.454 0.09
C -0.851 -1.008 0.567 -0.18
C -0.149 -2.289 1.014 -0.07
C 1.105 -2.507 0.215 -0.15
C 2.299 -1.935 0.623 -0.02
C 3.465 -2.113 -0.102 -0.08
C 3.439 -2.868 -1.258 -0.08
C 2.254 -3.440 -1.694 -0.03
C 1.086 -3.259 -0.968 -0.23
O -0.138 -3.770 -1.349 -0.13
C -0.177 -4.703 -2.401 -0.08
N -1.326 -1.168 -0.798 0.15
C -1.524 -0.173 -1.667 -0.51
C -1.866 -0.623 -3.068 0.02
O -1.450 1.014 -1.356 0.00
C -3.733 2.637 1.219 -0.11
C -2.396 3.400 1.069 -0.13
C 1.799 1.385 -0.832 0.03
H 1.706 0.808 -3.594 0.10
H 2.678 -0.616 -4.038 0.10
H 1.550 -0.710 -2.661 0.08
H 5.128 0.880 -0.712 0.11
H 4.808 2.015 1.467 0.11
H 2.561 2.728 2.180 0.10
H -0.335 2.329 -0.052 0.09
H -1.341 2.790 4.157 0.12
H -2.706 3.771 3.580 0.12
H -3.868 1.773 4.046 0.12
H -2.461 0.752 3.752 0.11
H -4.426 0.735 2.016 0.15
H -2.153 1.010 0.370 0.08
H -0.132 -0.178 0.587 0.14
H 0.093 -2.185 2.071 0.13
H -0.834 -3.131 0.902 0.13
H 2.312 -1.342 1.525 0.13
H 4.384 -1.661 0.235 0.10
H 4.339 -3.012 -1.836 0.11
H 2.255 -4.020 -2.604 0.10
H 0.487 -5.550 -2.211 0.10
H 0.087 -4.243 -3.360 0.09
H -1.207 -5.056 -2.445 0.10
H -1.376 -2.126 -1.119 0.13
H -2.803 -1.175 -3.058 0.09
H -1.083 -1.272 -3.456 0.08
H -1.968 0.244 -3.714 0.09
H -4.451 3.230 1.784 0.12
H -4.157 2.445 0.233 0.12
H -1.975 3.230 0.079 0.10
H -2.583 4.480 1.156 0.13
H 0.942 1.237 -1.469 0.09
```

Properties
Lowest unoccupied orbital energy, eV: 0.4
Relative energy (zero: lowest compared OMol25 entry of this formula, charge and spin), eV: 0.0420

***

[3]
Formula: C25H32N4O5PPdSSiTe
Source: the OMol25 dataset
Level of theory: ωB97M-V/def2-TZVPD

```
71
Properties=species:S:1:pos:R:3:lowdin_charge:R:1
Pd 0.254 0.815 0.509 0.77
O 4.249 0.204 4.275 0.08
C 3.149 -0.395 4.777 -0.25
C 3.244 -1.211 5.905 -0.02
C 2.129 -1.833 6.431 -0.07
C 0.887 -1.655 5.834 -0.09
C 0.789 -0.854 4.714 -0.03
C 1.901 -0.211 4.160 -0.07
C 1.698 0.599 2.939 -0.40
O 0.468 0.583 2.473 -0.30
N 2.676 1.253 2.383 0.11
N 2.187 1.866 1.271 -0.06
C 2.812 2.832 0.741 -0.04
C 2.108 3.599 -0.304 -0.25
C 2.717 4.656 -0.969 -0.01
C 1.971 5.391 -1.876 -0.05
C 0.644 5.049 -2.087 -0.04
C 0.124 3.973 -1.381 -0.13
N 0.832 3.267 -0.511 0.07
H 5.010 -0.028 4.821 0.12
H 4.214 -1.347 6.371 0.12
H 2.231 -2.455 7.311 0.11
H 0.006 -2.128 6.245 0.11
H -0.169 -0.701 4.240 0.10
H 3.785 3.155 1.102 0.14
H 3.753 4.895 -0.769 0.12
H 2.417 6.222 -2.405 0.12
H 0.021 5.606 -2.773 0.11
H -0.912 3.675 -1.515 0.10
C -4.705 -0.329 -3.881 -0.16
Si -4.150 1.105 -2.825 0.52
C -4.433 2.735 -3.685 -0.16
C -4.996 1.069 -1.165 -0.20
C -2.258 0.919 -2.649 -0.21
C -1.480 0.821 -3.811 -0.05
C -0.100 0.675 -3.777 -0.02
C 0.536 0.632 -2.550 -0.08
N -0.192 0.726 -1.443 -0.15
C -1.521 0.859 -1.478 -0.69
S -2.031 0.986 0.225 0.60
H -5.786 -0.290 -4.031 0.04
H -4.469 -1.285 -3.408 0.04
H -4.238 -0.317 -4.868 0.03
H -5.501 2.901 -3.844 0.04
H -3.947 2.768 -4.662 0.04
H -4.053 3.569 -3.092 0.04
H -6.075 1.104 -1.336 0.05
H -4.741 1.928 -0.541 0.03
H -4.785 0.158 -0.603 0.03
H -1.969 0.856 -4.778 0.11
H 0.477 0.594 -4.687 0.12
H 1.603 0.508 -2.420 0.13
C -0.489 -3.516 -2.815 -0.06
C 0.256 -3.810 -1.536 -0.29
O 1.088 -2.672 -1.224 -0.26
P 1.225 -2.021 0.211 0.22
O 2.016 -0.775 0.109 -0.34
Te -1.114 -1.511 0.889 0.96
O 1.883 -3.047 1.199 -0.22
C 1.230 -4.209 1.764 -0.27
C 1.778 -4.421 3.152 -0.05
H -1.130 -4.359 -3.075 0.09
H 0.210 -3.345 -3.633 0.09
H -1.112 -2.629 -2.690 0.07
H 0.912 -4.675 -1.632 0.13
H -0.446 -3.996 -0.718 0.08
H 1.428 -5.056 1.107 0.12
H 0.147 -4.039 1.796 0.08
H 2.853 -4.589 3.110 0.09
H 1.306 -5.294 3.605 0.09
H 1.583 -3.549 3.777 0.07
```

Properties
Charge: +1
Lowest unoccupied orbital energy, eV: -4.6

***

[4]
Formula: C25H33AsPSSe2Tl
Source: the OMol25 dataset
Level of theory: ωB97M-V/def2-TZVPD

```
64
Properties=species:S:1:pos:R:3:lowdin_charge:R:1
Tl -0.013 0.207 0.072 0.43
C -0.560 -4.634 3.448 -0.06
C 0.715 -4.315 3.005 -0.05
C 1.081 -2.986 2.827 -0.08
C 0.166 -1.969 3.090 -0.41
C -1.122 -2.297 3.527 -0.13
C -1.478 -3.624 3.717 -0.08
P 0.538 -0.218 2.808 1.02
C 0.780 0.544 4.418 -0.37
C 0.664 -0.173 5.606 -0.07
C 0.907 0.462 6.817 -0.06
C 1.262 1.802 6.841 -0.06
C 1.372 2.522 5.656 -0.06
C 1.123 1.898 4.446 -0.09
C 2.133 -0.184 1.973 -0.45
C 3.379 -0.266 2.600 -0.05
C 4.528 -0.284 1.824 -0.04
C 4.449 -0.236 0.435 -0.04
C 3.218 -0.150 -0.208 -0.10
C 2.086 -0.098 0.586 -0.32
H -0.836 -5.670 3.597 0.12
H 1.432 -5.100 2.806 0.12
H 2.081 -2.746 2.490 0.11
H -1.841 -1.512 3.738 0.12
H -2.468 -3.873 4.078 0.12
H 0.397 -1.221 5.591 0.10
H 0.825 -0.095 7.741 0.12
H 1.453 2.291 7.788 0.12
H 1.653 3.566 5.680 0.11
H 1.202 2.460 3.522 0.10
H 3.444 -0.325 3.680 0.12
H 5.497 -0.341 2.303 0.12
H 5.356 -0.244 -0.155 0.12
H 3.169 -0.095 -1.287 0.08
C -0.474 0.391 -4.241 -0.35
Se 0.596 -0.406 -2.832 0.96
C -0.100 -2.216 -2.939 -0.52
C -1.379 -2.412 -2.153 -0.52
Se -1.040 -2.432 -0.236 0.98
C -2.884 -2.719 0.299 -0.31
H -0.162 -0.041 -5.188 0.04
H -0.259 1.457 -4.239 0.03
H -1.534 0.223 -4.068 0.03
H 0.701 -2.874 -2.604 0.08
H -0.271 -2.413 -3.996 0.09
H -1.834 -3.376 -2.385 0.09
H -2.105 -1.627 -2.360 0.07
H -3.529 -1.962 -0.139 0.04
H -2.912 -2.668 1.382 0.02
H -3.169 -3.712 -0.037 0.05
C -4.085 2.770 0.278 -0.23
As -2.444 3.631 -0.172 0.75
C -2.366 3.846 -2.066 -0.23
C -2.427 5.357 0.639 -0.23
S -0.743 2.587 0.612 0.19
H -4.917 3.427 0.028 0.06
H -4.079 2.564 1.346 0.05
H -4.166 1.840 -0.280 0.04
H -3.143 4.540 -2.384 0.06
H -2.519 2.878 -2.539 0.04
H -1.386 4.238 -2.325 0.05
H -3.274 5.927 0.260 0.06
H -1.494 5.856 0.389 0.05
H -2.506 5.237 1.717 0.05
```

Properties
Charge: +2
Lowest unoccupied orbital energy, eV: -6.7
Relative energy (zero: lowest compared OMol25 entry of this formula, charge and spin), eV: 0.5583

***

| no. | E (Ha) |
| --- | --- |
| 1 | -1307.08034 |
| 2 | -1567.15687 |
| 3 | -2991.88441 |
| 4 | -8922.53154 |